{
  "formula": "C25H25AsF4N4RuSSi2",
  "method": "wB97M-V/def2-TZVPD",
  "species": ["H", "N", "H", "H", "C", "H", "C", "C", "C", "H", "Si", "H", "N", "C", "N", "H", "C", "H", "C", "F", "C", "C", "H", "H", "H", "C", "C", "H", "F", "C", "H", "H", "C", "C", "H", "C", "H", "H", "As", "H", "H", "H", "C", "Si", "C", "S", "H", "C", "H", "H", "H", "C", "C", "C", "C", "C", "C", "F", "H", "Ru", "C", "F", "N"],
  "positions_angstrom": [[2.0839, 2.9351, -3.3635], [2.2833, 6.5730, 3.5907], [0.5737, 2.1229, -3.8592], [1.6960, 1.3057, -2.7454], [3.4077, -0.5991, 2.1477], [0.9394, -0.2493, 4.5085], [4.7724, 5.0462, 5.3464], [-1.8736, -2.6163, 2.6716], [4.6997, 2.3903, 4.0694], [-1.2446, 1.5572, 3.2068], [-1.3820, -2.2678, -0.1811], [-0.1072, 5.2023, -2.8295], [1.3676, -1.0687, 0.7164], [2.5130, 1.6965, 2.5543], [5.5482, 5.3510, 6.1365], [-2.6196, 0.7166, 3.8940], [-1.9998, -3.1801, 1.3876], [-2.2680, -2.8865, 4.7618], [0.4853, -1.1972, 4.2351], [1.3515, 1.4091, 1.8662], [-3.0647, -5.1219, 2.3687], [-1.9212, 0.7132, 3.0614], [-3.6388, -1.8282, -1.1583], [0.1211, -2.7119, -2.1552], [-2.5119, 0.8948, 2.1508], [2.3338, -0.8844, 1.3665], [2.6124, 2.9699, 3.0617], [-3.3214, -5.0697, 4.4988], [5.6116, 0.2783, 3.7138], [1.7234, 3.9339, -0.4217], [1.2752, 4.4228, 0.4444], [0.8524, -3.3361, -0.6791], [-0.7483, 4.5367, -2.2477], [3.7096, 3.3832, 3.8532], [2.2179, 4.6851, -1.0397], [-2.3576, -3.3125, 3.7753], [-0.4624, -4.2082, -1.4446], [-3.0381, -0.3230, -0.4765], [0.3657, 3.1159, -1.5463], [-1.5260, 4.1197, -2.8918], [-2.4282, -0.9002, -2.0333], [2.4559, 3.1903, -0.1058], [2.9602, 5.7278, 3.9765], [-0.9632, -0.9670, 3.0050], [3.5186, 0.7213, 2.7144], [-0.9399, 1.6705, -0.6429], [-3.5120, -6.0975, 2.2522], [4.6179, 1.1291, 3.5008], [1.2607, -1.8501, 3.8350], [-2.6813, -4.8891, 0.2866], [0.1260, -1.6590, 5.1527], [-2.5919, -4.4353, 1.2606], [1.2801, 2.2727, -3.0394], [4.3303, -1.6491, 2.3425], [-0.0885, -3.2145, -1.2141], [3.8054, 4.6922, 4.3965], [-2.7482, -1.2174, -1.0424], [1.5931, 3.8029, 2.8075], [-1.2102, 5.1008, -1.4353], [-0.4242, -0.2115, 0.7528], [-2.9552, -4.5521, 3.6260], [5.7534, 2.6763, 4.8156], [5.0263, -2.5531, 2.4364]],
  "atomic_forces_ev_per_a": [[-0.042, -0.021, -0.036], [0.027, 0.075, 0.024], [0.028, 0.059, 0.163], [-0.108, 0.194, 0.106], [1.300, 2.448, 1.561], [0.040, 0.214, 0.032], [0.591, 0.105, 0.395], [0.340, 0.841, 0.121], [0.881, -1.871, -0.039], [0.069, -0.078, -0.024], [-0.086, 0.341, 0.595], [-0.003, -0.086, 0.019], [1.892, 0.641, 1.545], [-1.406, 1.748, -0.141], [0.109, 0.131, 0.176], [-0.253, -0.090, 0.108], [0.323, 0.433, -0.619], [0.009, 0.021, 0.249], [-0.726, 0.254, -0.481], [1.353, 0.530, 0.763], [0.005, 0.061, 0.048], [0.457, -0.680, -0.111], [-0.210, -0.179, 0.068], [-0.044, 0.101, -0.088], [0.015, -0.065, 0.117], [-3.187, -0.903, -2.268], [-1.550, -1.061, -1.370], [-0.061, -0.100, 0.048], [-0.316, 0.208, -0.084], [-0.164, -0.018, -0.114], [-0.070, -0.124, -0.150], [-0.114, 0.038, 0.162], [0.009, -0.095, 0.071], [0.229, 2.515, 1.099], [0.011, -0.029, 0.013], [0.040, 0.038, -0.115], [-0.102, -0.185, -0.067], [0.039, -0.221, 0.030], [0.609, 0.096, -0.149], [0.153, -0.039, 0.116], [0.074, 0.045, -0.019], [-0.115, -0.017, -0.071], [-0.771, 0.619, -0.276], [0.124, 0.080, -0.436], [-0.268, -2.405, -0.928], [-0.736, -0.438, 0.524], [-0.046, -0.055, -0.022], [1.021, 1.204, 1.134], [-0.107, -0.106, -0.114], [-0.041, -0.142, -0.190], [-0.091, -0.064, 0.098], [0.083, 0.104, 0.002], [-0.034, 0.114, 0.100], [0.218, 0.003, 0.017], [-0.718, 0.405, 0.303], [-0.046, -2.561, -1.040], [0.657, -0.391, 0.089], [0.701, -0.462, 0.358], [0.093, -0.169, -0.006], [0.083, -0.377, -1.045], [-0.031, -0.064, 0.060], [-0.453, -0.132, -0.403], [0.320, -0.437, 0.091]],
  "homo_ha": [-0.521, -0.521],
  "fmax_ev_per_a": 4.01,
  "charge": 2,
  "homo_lumo_gap_ev": [4.8, 4.9],
  "lumo_energy_ha": [-0.3430, -0.3426]
}